(1)
Here is a structure of composition C20H52N4O9Sr2 at a distorted geometry from the OMol25 dataset. Energies are from the ωB97M-V functional and the def2-TZVPD basis.

The geometry in ORCA input format:
```
! RIJCOSX wB97M-V def2-TZVPD def2/J DEFGRID3
* xyz 2 1
Sr 2.88579 -3.51946 0.65927
Sr 2.21866 1.34635 0.63562
O -4.20918 -0.68098 0.79086
O -2.02092 -4.55968 3.49782
O 1.78833 4.40927 -1.45064
O 1.01696 -2.49524 -0.76808
O -0.75155 -4.44348 -1.97694
O 2.37711 -1.12072 0.20989
O 0.59325 -0.24637 -0.58935
O 4.55684 1.05068 1.12291
O -1.36709 4.54442 -1.26602
N -1.91116 0.16652 -1.99109
N 1.62626 -4.58842 2.69743
N 0.39594 3.20808 0.76421
N 3.68564 2.15376 -1.28134
C -1.65769 4.86052 -2.60641
C -0.65055 -4.66461 3.80455
C 2.30254 3.82935 -2.62043
C -0.91473 2.65978 0.25943
C -3.06982 -0.81221 -0.03225
C 1.29460 -1.28920 -0.47375
C -0.30754 -5.20490 1.33652
C 5.34732 0.83199 -0.04245
C 0.17653 -4.41162 2.55175
C -2.83869 -4.60975 4.64908
C 4.52606 0.95396 -1.34760
C -3.16412 0.16894 -1.19464
C 1.61800 5.82207 -1.63803
C 2.74161 2.39701 -2.39523
C -4.03695 -1.31851 2.04841
C -2.04315 2.78802 1.28605
C -1.32750 3.12747 -1.12492
C -1.48890 -3.87524 -3.04748
C -4.34616 -0.13597 -2.10401
C 5.39935 1.12566 2.27722
H 0.39677 -5.06325 0.50648
H -2.25949 2.65586 -1.44285
H -2.13218 -0.61757 0.51956
H 0.89064 6.05852 -2.41132
H -1.29890 -4.90541 1.00652
H -0.42598 -3.99080 4.64094
H -5.28618 0.01200 -1.57495
H 1.94525 -4.18817 3.58953
H 5.17527 0.91914 -2.22756
H -3.79080 -5.08602 4.41893
H -3.09059 -3.58462 4.94746
H 3.21188 2.06065 -3.32766
H -0.45863 -5.67087 4.20345
H 1.88372 1.72484 -2.25490
H 0.48434 4.06805 0.22015
H -0.85117 -3.76381 -3.92720
H -5.01004 -1.63688 2.41085
H 3.13543 4.39070 -3.05970
H -1.62448 2.59288 2.27744
H 6.17215 0.35209 2.20794
H -4.35660 0.55992 -2.94429
H -3.26121 1.18661 -0.80565
H -2.77730 2.00386 1.08491
H 6.15751 1.56621 -0.14970
H -2.91340 -1.86690 -0.30716
H -2.63736 3.70143 1.29719
H -1.97188 -0.67282 -2.55096
H 4.91196 0.91757 3.22727
H -2.38590 -5.11475 5.50466
H -1.72816 5.94931 -2.69042
H -3.38003 -2.18989 1.97562
H -0.83616 1.58603 0.05205
H -1.85509 -2.91858 -2.70948
H -0.34939 -6.29201 1.44482
H -0.21142 -3.74743 -1.56399
H 5.93390 2.07615 2.28110
H -2.34751 -4.48261 -3.32414
H 4.32412 2.92660 -1.48047
H -0.88378 4.55309 -3.31641
H 1.53784 3.80648 -3.40264
H 1.82333 -5.55703 2.97803
H -0.56427 2.76573 -1.82921
H 1.24480 6.20833 -0.69079
H 3.88930 0.07596 -1.50567
H 5.95695 -0.07569 0.01301
H -1.13096 -0.07415 -1.36247
H 0.02166 -3.36028 2.27640
H 2.58676 6.28592 -1.82944
H -3.52018 -0.59053 2.68614
H 0.12369 3.60397 1.66551
H -4.25558 -1.15178 -2.48952
H -2.65768 4.52646 -2.89776
*
```

Relative energy (zero: lowest compared OMol25 entry of this formula, charge and spin)   0.0 kJ/mol
Maximum force   3.68 eV Å⁻¹
M   667.895 g mol⁻¹
HOMO level   -12.95 eV

Mulliken atomic charge list, values in e, 6 entries: Sr 1.648; Sr 1.664; O -0.445; O -0.304; O -0.126; O -0.982


(2)
Here is a cluster of 8 separate species, C20H52O10S8 in total at a distorted geometry from the OMol25 dataset. Energies are from the ωB97M-V functional and the def2-TZVPD basis.

The geometry in ORCA input format:
```
! RIJCOSX wB97M-V def2-TZVPD def2/J DEFGRID3
* xyz 0 1
S 14.08035 13.42126 11.74207
S 10.74335 14.67183 15.22775
S 13.98269 8.97392 9.34162
S 18.36634 8.47529 14.61185
S 18.36815 14.79648 12.84304
S 9.00385 11.07992 10.04692
S 14.27032 14.40471 7.58455
S 12.73216 8.17463 14.63179
O 12.67758 8.62444 9.98020
O 13.48710 14.71536 6.36344
O 18.19921 9.46724 13.55322
O 19.66743 8.47952 15.28322
O 14.14035 8.72693 14.64417
O 11.62629 13.49214 15.05944
O 16.93172 15.03909 13.29690
O 7.65264 11.24867 9.56226
O 9.31136 11.24472 11.43731
O 14.86518 12.58908 10.76394
C 12.05678 8.75231 16.14390
C 18.00900 6.85463 13.88506
C 19.23486 14.16990 14.28860
C 10.83760 15.69644 13.82612
C 17.09032 8.40611 15.87042
C 9.06401 14.12415 14.84685
C 15.89723 14.95152 7.27816
C 15.14850 9.48456 10.57897
C 14.53482 7.35964 8.97562
C 16.98859 6.86442 16.19117
C 16.91879 6.22982 14.83585
C 10.90622 11.38934 8.18046
C 14.76284 12.62056 7.65603
C 11.92192 9.07159 13.35925
C 14.46647 12.59420 13.34589
C 9.73068 9.58373 9.46422
C 10.00505 12.24240 9.02923
C 18.23412 13.23707 11.97625
C 12.35963 12.82733 11.54577
C 10.31959 10.00333 8.07175
H 15.62880 7.43658 8.59528
H 8.49007 14.94533 14.54598
H 16.13670 6.64949 16.80997
H 17.56340 13.33449 11.16216
H 19.54305 14.98392 14.90349
H 15.19044 12.35382 6.68880
H 15.09433 8.68067 11.32450
H 9.56246 9.93407 7.28863
H 9.26313 12.83534 8.44974
H 16.21341 8.75528 15.38125
H 13.84271 13.00049 14.17666
H 17.72993 6.90421 12.83188
H 10.87619 8.78419 13.41600
H 10.83553 14.98496 12.98784
H 9.16948 13.27596 14.13381
H 9.95050 16.27388 13.76261
H 13.85154 12.04799 7.87368
H 19.19916 12.81982 11.73998
H 20.20775 13.78462 14.05374
H 17.05386 5.14248 14.77206
H 11.71162 16.37577 13.85942
H 17.91505 6.61211 16.80333
H 10.91981 11.80841 7.15446
H 15.91473 15.97284 6.98343
H 12.86114 8.48070 16.84519
H 17.36448 8.97296 16.76374
H 15.50598 12.88140 13.53351
H 12.05844 13.06911 10.48886
H 10.55860 9.34818 10.14473
H 12.02019 10.09013 13.58832
H 17.77523 12.54906 12.69835
H 15.99654 6.51914 14.38729
H 11.94528 11.36065 8.55340
H 14.94218 10.49609 10.98516
H 8.97708 8.85108 9.34668
H 19.02230 6.34244 14.00548
H 16.28835 14.86678 8.29093
H 11.59623 13.18108 12.30325
H 14.42573 6.74725 9.84519
H 16.32321 14.25787 6.51821
H 11.06651 9.27032 7.82863
H 14.38250 11.51096 13.28585
H 15.38347 12.59494 8.56532
H 10.47223 13.00785 9.64528
H 12.09186 9.83074 16.20754
H 8.61851 13.55722 15.66136
H 11.02813 8.46622 16.34642
H 16.14934 9.55584 10.14736
H 13.81619 7.12243 8.17182
H 12.26660 11.75921 11.64398
H 12.43376 8.82658 12.40887
H 18.66334 13.41677 14.83236
*
```

Relative energy (zero: lowest compared OMol25 entry of this formula, charge and spin)   0.0 kJ/mol
Maximum force   2.96 eV Å⁻¹
M   709.162 g mol⁻¹
HOMO level   -8.58 eV

Mulliken atomic charge list, values in e, 6 entries: S 0.311; S 0.353; S 0.707; S 1.068; S 0.355; S 1.137


(3)
Here is a structure of composition C20H53N4O8Pb at a distorted geometry from the OMol25 dataset. Energies are from the ωB97M-V functional and the def2-TZVPD basis.

The geometry in ORCA input format:
```
! RIJCOSX wB97M-V def2-TZVPD def2/J DEFGRID3
* xyz 1 1
Pb -17.68725 -2.95433 -11.35370
O -19.19868 -5.17142 -10.57469
O -17.14564 -1.45023 -13.14083
O -13.62481 -4.59610 -9.78318
O -22.08497 -2.04611 -11.12531
O -17.33384 -5.00077 -15.51242
O -18.01566 -6.66160 -14.37069
O -17.53388 -4.71522 -13.29737
O -16.69694 -1.48906 -9.51791
N -16.65916 -4.64669 -9.48129
N -19.82815 -2.24562 -12.97582
N -19.51490 -2.01259 -9.71097
N -15.05832 -3.24625 -12.11088
C -21.10979 -0.72378 -14.45481
C -19.02047 -0.62909 -9.35890
C -17.59443 -0.68060 -8.80528
C -20.87765 -1.19843 -13.01851
C -15.39824 -1.39577 -8.97840
C -19.95508 0.07519 -8.38785
C -14.19009 -4.45762 -12.10800
C -18.69856 -5.97944 -9.54299
C -20.61101 -4.94528 -10.45872
C -22.18317 -1.79699 -12.52811
C -23.33444 -2.33213 -10.53094
C -18.51174 -7.27881 -13.18624
C -13.11552 -4.29488 -11.05580
C -16.66257 -6.95131 -8.50810
C -12.65870 -4.48626 -8.76580
C -16.43070 -3.46725 -17.05293
C -17.61907 -5.40713 -14.30996
C -13.61439 -4.76698 -13.50113
C -17.05829 -3.59630 -15.71164
C -17.17713 -6.02502 -9.61841
H -12.24128 -4.91209 -11.31939
H -16.85062 -6.41097 -10.58475
H -14.66204 -1.45551 -9.77248
H -17.23239 0.35483 -8.86846
H -20.97258 -0.28734 -8.51369
H -17.77550 -7.21422 -12.39358
H -18.92659 -1.81342 -13.32150
H -12.75110 -3.24952 -11.10382
H -19.48086 -6.86984 -12.91892
H -15.21082 -0.49082 -8.39109
H -18.65182 -8.32350 -13.45338
H -19.67779 -0.14630 -7.35033
H -20.90396 -4.30710 -11.29023
H -21.17153 -5.88691 -10.48568
H -22.36463 -2.76451 -13.02067
H -16.98321 -0.63854 -13.61338
H -15.63604 -4.67885 -9.52636
H -23.20209 -2.34957 -9.44801
H -18.96016 -5.53724 -8.57270
H -12.25985 -3.46458 -8.75212
H -22.02580 -0.13498 -14.57740
H -14.45677 -2.42372 -12.08214
H -15.42874 -3.90423 -17.09102
H -20.31244 -0.04828 -14.77829
H -15.55745 -3.14079 -12.99478
H -24.06406 -1.53355 -10.71999
H -16.97686 -6.60621 -7.52020
H -17.06827 -3.90476 -17.81554
H -17.64550 -0.91459 -7.73203
H -20.04948 -2.90973 -13.72045
H -14.38606 -4.68183 -14.26442
H -17.99409 -3.03766 -15.67626
H -20.36556 -1.95472 -10.28537
H -13.22360 -5.78800 -13.49070
H -21.15835 -1.55181 -15.16394
H -16.88452 -4.26867 -8.56177
H -19.90600 1.15673 -8.50398
H -11.83455 -5.18453 -8.93685
H -15.23733 -2.21136 -8.25717
H -17.12051 -7.93645 -8.64525
H -20.62278 -0.34028 -12.39789
H -13.14608 -4.71299 -7.82421
H -19.03377 -7.01802 -9.65834
H -14.83081 -5.30387 -11.82464
H -12.80890 -4.07829 -13.77139
H -18.97885 -0.13439 -10.33811
H -16.42561 -3.21612 -14.91458
H -15.57717 -6.99533 -8.53607
H -20.84181 -4.42574 -9.51919
H -19.87961 -2.36650 -8.81773
H -16.22422 -2.41907 -17.28557
H -23.01734 -1.11573 -12.72138
H -23.73435 -3.29043 -10.87769
*
```

Maximum force   1.78 eV Å⁻¹
M   684.864 g mol⁻¹
HOMO level   -10.70 eV

Mulliken atomic charge list, values in e, 6 entries: Pb 1.751; O 0.416; O -0.727; O -0.231; O -0.382; O -0.435


no.,E_tot (eV),HOMO-LUMO gap (eV)
1,-47631.877,6.379
2,-128733.500,8.861
3,-49182.379,8.982